Version a
# CH4N2O3P

An isolated ion of composition CH4N2O3P and charge -1 (ωB97M-V/def2-TZVPD, OMol25).

```
11
Properties=species:S:1:pos:R:3:lowdin_charge:R:1
N 0.08 1.54 1.06 0.086
C 0.11 0.22 1.00 -0.657
O -0.16 -0.57 1.87 -0.037
P 0.48 -0.29 -0.78 0.330
N -0.80 -1.42 -1.02 -0.103
O 1.74 -1.02 -0.91 -0.380
O 0.20 1.05 -1.55 -0.458
H 0.03 2.26 1.75 0.088
H 0.33 1.84 0.04 0.076
H -1.66 -1.29 -0.46 0.042
H -0.36 -2.33 -0.99 0.014
```

Its highest occupied orbital energy is -4.55 eV. The calculation puts the orbital gap at 0.32092 hartree. Its SMILES is NC(=O)[P@](N)(=O)[O-]. As for the net charge: -1.

---

Version b
# CH4N2O3P

An isolated ion of composition CH4N2O3P and charge -1 (ωB97M-V/def2-TZVPD, OMol25).

```
11
Properties=species:S:1:pos:R:3:lowdin_charge:R:1
H -1.97 1.30 -0.71 0.075
N -0.92 1.16 -0.60 0.046
C -0.49 0.06 -0.25 -0.574
N -1.17 -1.13 0.04 0.048
P 1.27 -0.12 0.28 0.303
O 0.99 -0.39 1.79 -0.422
O 2.07 -1.09 -0.52 -0.385
O 1.66 1.41 -0.24 -0.246
H -1.96 -1.05 0.71 0.097
H -0.39 -1.68 0.39 0.040
H 0.91 1.54 -0.87 0.017
```

Its highest occupied orbital energy is -4.92 eV. The calculation puts the orbital gap at 0.33520 hartree. Its SMILES is [H]/N=C(\N)[P@@](=O)([O-])O. As for the net charge: -1.

---

What should be chosen as the least stable of them? Choose version b.

---

Version a
# C4H15N2O

A 2-piece molecular cluster, C4H15N2O overall (ωB97M-V/def2-TZVPD, OMol25).

```
22
Properties=species:S:1:pos:R:3:lowdin_charge:R:1
C 0.63 -1.67 -0.86 -0.239
N 1.45 -2.46 0.02 0.015
C -0.17 -0.63 -0.04 -0.277
N 0.84 0.18 0.79 0.214
C -2.33 0.72 -0.23 -0.071
C -1.03 0.28 -0.93 -0.191
H 1.23 -1.17 -1.61 0.130
H -0.13 -2.28 -1.35 0.130
H 2.40 -2.65 -0.26 0.082
H 1.00 -3.30 0.34 0.087
H -0.70 -1.22 0.70 0.143
H 0.72 1.21 0.66 0.099
H 1.77 -0.09 0.46 0.147
H 0.79 -0.05 1.77 0.163
H -2.98 1.18 -0.96 0.079
H -2.87 -0.16 0.12 0.079
H -2.14 1.41 0.58 0.074
H -0.42 1.17 -1.05 0.106
H -1.17 -0.13 -1.92 0.119
H 0.37 3.66 1.41 0.085
H 1.80 3.04 1.38 0.069
O 0.93 2.99 0.98 -0.046
```

Its highest occupied orbital energy is -13.45 eV. The calculation puts the orbital gap at 0.38262 hartree. As for the net charge: +1.

---

Version b
# C4H15N2O

A 2-piece molecular cluster, C4H15N2O overall (ωB97M-V/def2-TZVPD, OMol25).

```
22
Properties=species:S:1:pos:R:3:lowdin_charge:R:1
N -1.66 0.26 0.58 0.186
C -0.25 -0.06 0.06 -0.304
C -0.18 -0.49 -1.38 -0.030
C 0.49 1.30 0.19 -0.229
N 1.91 1.15 0.21 -0.111
C 3.04 0.25 0.45 -0.082
H -1.45 0.99 1.27 0.145
H -2.19 -0.63 0.75 0.105
H -2.27 0.74 -0.08 0.171
H 0.14 -0.72 0.83 0.155
H 0.78 -0.88 -1.69 0.095
H -1.03 -1.11 -1.68 0.078
H -0.40 0.37 -2.02 0.093
H 0.15 1.84 1.10 0.115
H 0.17 1.95 -0.63 0.128
H 2.30 1.98 -0.21 0.108
H 3.96 0.56 -0.04 0.087
H 2.80 -0.74 0.04 0.068
H 3.22 0.19 1.53 0.076
H -3.23 -2.32 -0.55 0.080
H -3.10 -2.69 0.94 0.087
O -3.21 -1.94 0.34 -0.024
```

Its highest occupied orbital energy is -11.80 eV. The calculation puts the orbital gap at 0.31951 hartree. As for the net charge: +1.

---

What should be chosen as the least stable of them? Choose version b.

---

Version a
# C4H15N2O

A 2-piece molecular cluster, C4H15N2O overall (ωB97M-V/def2-TZVPD, OMol25).

```
22
Properties=species:S:1:pos:R:3:lowdin_charge:R:1
C -0.52 1.13 1.83 -0.234
C 0.28 -0.04 1.27 -0.184
C 0.99 0.22 -0.03 -0.127
C 0.35 0.80 -2.42 0.010
N -0.06 0.25 -1.10 -0.015
N -1.56 1.55 0.87 -0.001
H 0.15 1.97 1.99 0.121
H -0.92 0.85 2.80 0.119
H 0.96 -0.38 2.05 0.130
H -0.39 -0.89 1.14 0.118
H 1.75 -0.53 -0.24 0.140
H 1.50 1.17 -0.10 0.133
H 0.96 1.68 -2.31 0.098
H -0.51 1.10 -2.99 0.105
H 0.96 0.06 -2.92 0.103
H -0.49 -0.65 -1.27 0.176
H -0.82 0.84 -0.69 0.115
H -2.44 1.08 1.03 0.094
H -1.75 2.54 0.88 0.094
H 0.65 -4.03 0.81 0.032
H 0.34 -4.81 -0.47 0.057
O 0.56 -3.91 -0.14 -0.083
```

Its highest occupied orbital energy is -13.93 eV. The calculation puts the orbital gap at 0.41525 hartree. As for the net charge: +1.

---

Version b
# C4H15N2O

A 2-piece molecular cluster, C4H15N2O overall (ωB97M-V/def2-TZVPD, OMol25).

```
22
Properties=species:S:1:pos:R:3:lowdin_charge:R:1
C -1.06 0.97 -0.37 -0.241
N -0.06 2.01 -0.40 0.027
C -0.52 -0.37 -0.83 -0.312
N 0.45 -1.00 0.16 0.039
C 1.82 -1.20 -0.40 0.018
C -1.61 -1.40 -1.16 -0.023
H -1.76 1.20 -1.17 0.132
H -1.56 0.87 0.60 0.130
H -0.21 2.70 -1.10 0.081
H 0.43 2.25 0.45 0.053
H 0.05 -0.20 -1.73 0.137
H 0.12 -1.94 0.37 0.160
H 0.51 -0.51 1.07 0.113
H 2.19 -0.25 -0.78 0.109
H 1.76 -1.80 -1.28 0.097
H 2.43 -1.69 0.33 0.096
H -1.37 -1.89 -2.10 0.091
H -2.58 -0.97 -1.36 0.084
H -1.81 -2.18 -0.42 0.088
H 0.36 1.49 2.88 0.079
H 1.47 0.40 2.83 0.082
O 0.72 0.77 2.35 -0.039
```

Its highest occupied orbital energy is -12.76 eV. The calculation puts the orbital gap at 0.35995 hartree. As for the net charge: +1.

---

What should be chosen as the least stable of them? Choose version b.

---

Version a
# C4H15N2O

A 2-piece molecular cluster, C4H15N2O overall (ωB97M-V/def2-TZVPD, OMol25).

```
22
Properties=species:S:1:pos:R:3:lowdin_charge:R:1
C -1.35 -1.19 1.31 -0.235
C 0.11 -1.59 0.87 -0.180
C 1.07 -0.46 0.97 -0.142
C 1.52 1.89 0.10 -0.022
N 0.74 0.67 -0.01 -0.036
N -1.98 -0.29 0.34 -0.005
H -1.07 -0.70 2.25 0.116
H -2.03 -1.98 1.64 0.119
H 0.39 -2.51 1.43 0.136
H 0.37 -2.01 -0.12 0.123
H 2.10 -0.69 0.65 0.143
H 1.07 0.09 1.92 0.133
H 1.46 2.63 -0.70 0.104
H 2.59 1.68 0.02 0.107
H 1.32 2.38 1.06 0.113
H 0.73 0.22 -0.93 0.125
H -0.29 0.89 0.02 0.141
H -2.38 -0.78 -0.46 0.088
H -2.81 0.01 0.86 0.093
H -0.11 -0.17 -3.29 0.067
H -0.39 1.35 -3.42 0.060
O -0.09 0.68 -2.80 -0.048
```

Its highest occupied orbital energy is -13.84 eV. The calculation puts the orbital gap at 0.40919 hartree. As for the net charge: +1.

---

Version b
# C4H15N2O

A 2-piece molecular cluster, C4H15N2O overall (ωB97M-V/def2-TZVPD, OMol25).

```
22
Properties=species:S:1:pos:R:3:lowdin_charge:R:1
C -1.23 -1.09 0.08 -0.239
N -0.54 -1.83 1.14 0.010
C -0.45 0.09 -0.29 -0.356
N 0.32 0.55 0.90 0.168
C -0.16 2.43 -1.21 -0.083
C -1.21 1.29 -0.99 -0.151
H -2.26 -0.98 0.39 0.129
H -1.36 -1.77 -0.81 0.151
H -1.20 -2.41 1.68 0.112
H -0.06 -2.57 0.77 0.045
H 0.37 -0.17 -1.15 0.188
H -0.19 0.02 1.75 0.207
H 1.32 0.17 0.77 0.149
H 0.31 1.50 1.14 0.112
H -0.58 3.29 -1.72 0.078
H 0.80 2.08 -1.64 0.087
H 0.16 2.97 -0.30 0.068
H -1.85 1.65 -0.21 0.101
H -1.84 0.85 -1.76 0.121
H 3.33 -1.30 0.61 0.029
H 2.55 -1.68 -0.66 0.100
O 2.55 -1.12 0.16 -0.025
```

Its highest occupied orbital energy is -14.28 eV. The calculation puts the orbital gap at 0.41689 hartree. As for the net charge: +1.

---

What should be chosen as the least stable of them? Choose version b.

---

Version a
# C6H11N

An isolated ion of composition C6H11N and charge +1 (ωB97M-V/def2-TZVPD, OMol25).

```
18
Properties=species:S:1:pos:R:3:lowdin_charge:R:1
C 1.24 -0.19 -3.03 -0.111
N 1.47 0.24 -1.65 -0.115
C 0.27 0.60 -0.92 -0.212
C -1.90 -0.52 3.33 0.176
C -0.72 -0.49 2.62 -0.078
C -0.70 0.20 1.38 -0.016
C 0.26 -0.05 0.40 0.073
H 0.56 -1.04 -3.07 0.086
H 2.19 -0.48 -3.47 0.085
H 0.86 0.61 -3.68 0.088
H 2.09 1.03 -1.69 0.115
H -0.68 0.40 -1.44 0.155
H 0.25 1.68 -0.79 0.153
H -2.78 0.01 3.00 0.095
H -2.01 -1.02 4.28 0.096
H 0.14 -1.04 2.96 0.132
H -1.47 0.95 1.21 0.139
H 0.92 -0.89 0.56 0.139
```

As for the spin multiplicity: 2. Its highest occupied orbital energy (alpha / beta) is -13.06 / -12.95 eV. The calculation puts the orbital gap (alpha / beta) at 0.29636 / 0.19072 hartree. As for the net charge: +1.

---

Version b
# C6H11N

An isolated ion of composition C6H11N and charge +1 (ωB97M-V/def2-TZVPD, OMol25).

```
18
Properties=species:S:1:pos:R:3:lowdin_charge:R:1
C 2.34 -0.70 0.80 -0.186
C 1.59 0.59 0.23 -0.160
C 0.27 0.51 -0.33 -0.032
C -1.03 0.47 0.14 -0.005
C -2.32 0.42 -0.68 -0.037
C -3.52 1.00 -0.25 0.145
N 2.11 -1.93 0.00 0.002
H 1.88 -0.82 1.77 0.102
H 3.47 -0.61 0.95 0.143
H 2.33 1.11 -0.42 0.141
H 1.56 1.23 1.11 0.122
H 0.15 0.31 -1.45 0.149
H -1.07 0.54 1.25 0.138
H -2.32 0.23 -1.82 0.149
H -3.60 1.62 0.64 0.093
H -4.49 0.65 -0.71 0.119
H 1.39 -2.61 0.22 0.074
H 1.94 -1.80 -0.96 0.045
```

As for the spin multiplicity: 2. Its highest occupied orbital energy (alpha / beta) is -12.89 / -12.75 eV. The calculation puts the orbital gap (alpha / beta) at 0.28374 / 0.16819 hartree. As for the net charge: +1.

---

Version c
# C6H11N

An isolated ion of composition C6H11N and charge +1 (ωB97M-V/def2-TZVPD, OMol25).

```
18
Properties=species:S:1:pos:R:3:lowdin_charge:R:1
C -3.67 0.30 0.38 -0.077
N -2.42 0.02 1.05 0.028
C -1.18 0.34 0.36 -0.025
C 0.04 -0.19 0.68 -0.019
C 1.34 0.26 0.04 -0.054
C 2.38 -0.59 -0.35 -0.039
C 3.69 -0.19 -1.07 -0.053
H -4.33 0.81 1.03 0.076
H -3.39 1.10 -0.40 0.117
H -4.32 -0.41 -0.21 0.119
H -2.49 -0.35 1.99 0.156
H -1.33 0.62 -0.72 0.161
H 0.18 -0.97 1.41 0.122
H 1.20 1.34 -0.16 0.126
H 2.16 -1.67 -0.35 0.119
H 3.66 0.67 -1.74 0.089
H 4.00 -1.07 -1.60 0.068
H 4.47 0.00 -0.36 0.085
```

As for the spin multiplicity: 2. Its highest occupied orbital energy (alpha / beta) is -13.26 / -13.99 eV. The calculation puts the orbital gap (alpha / beta) at 0.33637 / 0.26302 hartree. As for the net charge: +1.

---

What should be chosen as the least stable of them? Choose version b.